38
Properties=species:S:1:pos:R:3:forces:R:3 method="wB97M-V/def2-TZVPD" s2=0.75 spin_multiplicity=2 homo_lumo_gap_ev="5.8 / 7.4" lumo_energy_ha="-0.077 / -0.073"
Pb -2.11709 -3.61924 0.75957 1.2502 1.7528 -0.2489
F -0.63939 -1.61303 0.48272 -1.1164 -1.4918 0.2176
C 0.07973 -0.64806 -3.72679 1.1916 1.0140 0.0101
C 1.23608 -0.73221 -2.66418 -1.4405 -0.0104 0.1346
C 1.24847 0.37306 -1.64023 -0.7190 1.9066 -0.4387
O 1.00744 -1.90042 -1.92732 0.6133 -1.5214 0.0092
H -0.90826 -0.39806 -3.34016 0.1015 -0.2594 0.6084
H 0.01100 -1.56835 -4.30683 0.1582 0.0058 0.1325
H 0.30093 0.17954 -4.40078 0.0815 0.0029 -0.3622
H 2.21779 -0.78421 -3.13498 -0.0799 -0.3223 -0.2581
H 0.22432 0.54915 -1.31130 -0.1963 -0.4301 0.4863
H 1.45629 1.35965 -2.05441 0.4725 0.0603 -0.3686
H 1.90344 0.25748 -0.77665 0.0201 -0.4824 -0.2399
H 0.41093 -1.69221 -1.20453 -0.2916 0.0203 0.4573
C 3.11031 -1.67677 1.52696 -0.9550 0.3881 0.1663
C 2.40985 -0.89725 2.66939 -0.8772 -0.5166 0.1881
C 1.95469 0.53455 2.35536 1.1586 -0.3606 0.1055
O 1.22424 -1.63406 3.02450 0.2025 -0.1562 0.0077
H 3.23261 -2.72287 1.80769 0.3118 0.1317 0.2918
H 4.03343 -1.26294 1.12114 0.0072 0.1066 0.2393
H 2.36637 -1.71983 0.73147 0.0818 0.1265 -0.3755
H 2.97773 -0.91757 3.59955 0.3438 0.1845 -0.1348
H 1.33429 0.95282 3.14798 0.1108 -0.2097 0.1412
H 1.38956 0.59983 1.42559 0.1595 -0.0836 -0.1385
H 2.88514 1.10026 2.30693 -0.1876 0.5540 -0.3462
H 0.60585 -1.41535 2.32353 -0.5343 -0.2384 -0.3097
C -3.78381 2.15749 -0.54709 -0.2040 0.6669 -0.3254
C -2.48762 1.52429 -0.07517 -1.5728 -1.5224 0.9275
C -2.29702 1.65445 1.44631 -0.1673 0.4420 -0.1913
O -2.63769 0.12427 -0.44483 0.2065 0.9794 -0.1234
H -3.67642 3.23244 -0.40194 -0.2860 0.1618 -0.2554
H -4.72646 1.85054 -0.09401 0.4033 -0.2772 0.9288
H -4.03412 1.92675 -1.58256 0.7303 0.2354 -0.3253
H -1.64029 2.02765 -0.54075 0.1346 -0.2895 -0.4300
H -3.11584 1.25125 2.04218 -0.1005 -0.4048 -0.3130
H -2.29785 2.71181 1.71104 0.3117 0.1840 -0.0356
H -1.35954 1.20981 1.78028 0.0249 -0.0330 -0.0509
H -1.89926 -0.37449 -0.08767 0.6523 -0.3138 0.2192

---

19
Properties=species:S:1:pos:R:3:forces:R:3 method="wB97M-V/def2-TZVPD" de_lowest_kcal_mol=99.2 homo_lumo_gap_ev=9.1 smiles="C=C(C)C.C=NSO" lumo_energy_ha=0.018
C -0.45070 -1.18203 -2.74558 -1.6678 -2.0572 1.1065
C 1.87951 -0.09721 1.23312 0.7858 1.6112 0.2014
C 0.65723 1.45335 -0.21437 -0.6377 0.6955 0.7078
C -0.19169 1.04332 2.06154 -2.6717 3.0104 -3.2608
C 0.75929 0.89345 0.95043 2.1286 -1.2058 1.8761
N -0.55193 -0.40737 -1.73085 1.3424 -0.9242 -3.5521
O -2.57695 -1.89363 -0.79181 4.3275 0.0151 2.7033
S -1.53087 -0.51254 -0.53657 -2.7650 -1.4291 1.6799
H 0.22227 -1.07828 -3.56611 0.6663 0.7143 -0.1359
H -1.06302 -2.16661 -2.78269 0.7500 1.7088 0.0214
H 1.55821 -1.00066 0.75232 0.3068 -0.7712 -0.2004
H 2.87184 0.27792 0.84839 -1.0030 -0.6443 0.1797
H 1.97461 -0.25406 2.31105 0.1249 -0.1805 -0.1611
H -0.30335 1.82192 -0.43540 -0.6248 1.4255 -0.6973
H -3.26993 -1.68303 -1.32769 -3.0506 1.2632 -2.4257
H 1.47669 1.48274 -0.84929 0.9265 -0.2960 -1.6445
H -0.82648 2.01925 1.79247 1.1821 -2.0126 1.2014
H -0.85829 0.23849 2.03301 -1.3322 -1.4178 0.1743
H 0.22356 1.04499 2.99803 1.2119 0.4948 2.2260

---

28
Properties=species:S:1:pos:R:3:forces:R:3 method="wB97M-V/def2-TZVPD" de_lowest_kcal_mol=45.2 homo_lumo_gap_ev=7.9 smiles="N=P(N)(c1ccccc1)c1ccccc1" lumo_energy_ha=0.015
C -3.47040 -1.55757 0.33557 3.0187 2.2450 -0.6736
C 3.67278 -1.22238 0.59873 -2.3257 0.7375 -2.1334
C -2.40967 -1.86759 -0.56224 0.0173 3.5054 0.9983
C -3.50150 -0.33757 1.03548 2.9385 -0.4671 -1.0749
C 2.44679 -1.34748 1.27102 2.2489 -2.1359 1.9298
C 3.60906 -0.34000 -0.50540 1.7130 -0.7198 2.1221
C -1.38621 -0.91620 -0.76311 0.3071 -1.0975 0.3329
C -2.39595 0.60422 0.85621 -4.0397 0.3682 -0.1584
C 1.36588 -0.59830 1.02202 -2.4485 1.5018 -1.1075
C 2.52735 0.45130 -0.75800 -1.1625 -0.1579 -2.2980
C -1.42353 0.30387 -0.08116 -0.5193 0.3064 0.3255
C 1.33754 0.31926 -0.05024 -0.0504 0.9697 0.5863
N -0.05025 3.14076 0.85514 -0.1726 -3.9403 -3.5194
N 0.01807 2.02679 -1.87925 -3.1522 -0.2199 -1.5361
P -0.12932 1.50290 -0.29547 2.7540 3.7594 4.4076
H -4.15574 -2.30658 0.40249 -2.3200 -1.5980 0.5829
H 4.40035 -2.00253 0.54903 0.7011 -0.0769 0.8229
H -2.53055 -2.65647 -1.22129 0.1996 -1.8479 -0.7957
H -4.25100 -0.15810 1.75618 -0.7946 0.3658 0.5211
H 2.35079 -2.08670 2.09206 0.1713 0.3600 -0.6407
H 4.51448 -0.19410 -1.06078 0.1584 -0.1571 -0.6520
H -0.43758 -1.13796 -1.31252 -1.2379 0.0589 0.0469
H -2.66059 1.67598 1.21432 1.3500 -1.9317 -0.3290
H 0.42950 -0.82959 1.53477 0.3267 0.2761 0.1534
H 2.53484 0.82478 -1.80263 -0.1983 0.8492 1.0492
H -0.58336 2.93646 1.70415 -0.0352 -0.5535 -0.0078
H -0.02544 3.05008 -2.06567 0.4276 -0.8556 0.9343
H -0.95419 1.71745 -2.24972 2.1250 0.4557 0.1131

---

9
Properties=species:S:1:pos:R:3:forces:R:3 method="wB97M-V/def2-TZVPD" de_lowest_kcal_mol=41.6 homo_lumo_gap_ev=9.7 smiles="O=C=NO.N" lumo_energy_ha=0.018
C -3.98357 0.06164 0.01736 0.9262 -0.1051 0.1139
N 0.47231 0.20095 0.03516 0.0590 -0.4028 -0.1614
N -2.84235 -0.25180 0.09573 1.1354 0.4056 0.1227
O -4.97278 0.67467 0.00180 -1.5860 0.2208 -0.1417
O -1.95110 -1.26816 0.06147 -0.0981 -0.5203 -0.0704
H 1.22819 -0.35113 0.42917 -0.0317 0.0817 -0.0129
H 0.61253 0.21286 -0.97111 0.0342 0.0954 0.0887
H 0.58102 1.14759 0.37361 -0.1123 0.0479 0.0317
H -1.07086 -0.80512 0.12389 -0.3265 0.1769 0.0294

---

27
Properties=species:S:1:pos:R:3:forces:R:3 method="wB97M-V/def2-TZVPD" de_lowest_kcal_mol=8.3 homo_lumo_gap_ev=3.4 lumo_energy_ha=-0.111
C 0.87091 0.31456 0.17428 1.8918 4.1295 -0.2785
C -1.92225 -1.04596 -0.16114 0.2079 -0.8073 -0.2355
C -3.10267 -1.20432 -0.75124 0.1168 1.9307 2.1419
C 1.76944 0.19122 2.48350 3.0897 0.0008 -1.3616
C 1.67489 2.38201 1.35998 -0.2261 0.9702 -4.0702
C 0.57984 0.92707 -1.20780 -0.3488 2.2231 3.5862
C 0.29583 -0.17253 -2.09535 -0.5806 -2.1746 -2.3232
C 1.36681 0.95029 1.22123 0.4378 -0.4177 1.9955
N -0.96820 -3.37519 -2.89886 -1.8504 5.3496 1.0107
N -1.26192 -2.32187 -2.58621 0.8689 -6.8623 -3.0473
O 0.71474 -0.97852 0.15762 -0.4428 -3.5026 0.5906
P -0.36720 -1.48255 -0.94120 1.1023 2.4560 2.9536
I -3.83298 0.47996 2.57543 0.2344 -0.1217 -0.2762
H -1.77846 -0.68252 0.86691 -0.3186 0.0624 -0.0328
H -3.99026 -0.77671 -0.22412 0.5539 -0.7222 -0.4935
H -3.05359 -1.48565 -1.74814 -0.9269 -0.7162 -1.6612
H 2.38969 0.77669 3.22159 -0.6491 -0.2496 -1.0829
H 2.40753 -0.69036 2.17452 -0.7437 0.7067 0.5031
H 0.95301 -0.13795 2.99926 -2.2821 -1.1269 1.3967
H 2.70895 2.54898 1.40501 1.7969 -0.1423 0.8141
H 1.20722 2.93819 2.10843 -0.9747 0.4272 1.4437
H 1.51958 2.95276 0.40044 -0.5654 -0.4308 0.6821
H 1.27011 1.74713 -1.45453 0.1881 -0.8651 -0.3942
H -0.32842 1.48637 -0.91345 -0.1878 -0.1288 -1.0354
H -0.34611 0.16444 -2.89939 -0.5478 -0.4829 -0.1214
H 1.10186 -0.73747 -2.58418 0.4822 0.6388 0.1831
H 0.12167 -2.76807 -0.68261 -0.3255 -0.1439 -0.8877

---

49
Properties=species:S:1:pos:R:3:forces:R:3 method="wB97M-V/def2-TZVPD" charge=+1 de_lowest_kcal_mol=0.0 homo_lumo_gap_ev=6.6 lumo_energy_ha=-0.159
C 2.62253 -2.58903 1.45264 -0.1105 -0.6027 0.0487
C 2.20643 -1.18443 1.36821 1.0554 1.3336 -0.2446
N 3.10746 -0.17419 1.32948 -0.7618 -1.5398 0.1566
C 4.54772 -0.36258 1.30586 0.3298 -0.1600 0.0476
C 2.46138 1.06365 1.26772 -0.7872 0.3874 -0.3193
C 1.06781 0.82077 1.23343 0.6547 0.4013 -0.0118
C 0.21885 1.89773 1.00706 0.1115 0.4298 0.0991
C 0.76268 3.19196 0.96217 0.1529 -0.3335 -0.1078
C 2.15131 3.40506 1.01879 0.0349 -0.4040 0.1259
C 3.03541 2.32204 1.14219 -0.3999 0.0310 0.0578
C 0.88898 -0.63512 1.32377 -0.7412 0.1753 0.1096
C -0.28299 -1.36305 1.27225 1.2184 0.1696 -0.0776
C -1.60002 -0.80973 1.38848 -1.4527 0.4568 0.2195
C -1.95071 0.18707 2.34353 0.2302 -0.2156 -0.3916
C -3.20832 0.77952 2.31921 0.2819 -0.2350 -0.0283
C -4.15990 0.39309 1.36335 0.1788 -0.1298 -0.0500
C -5.48193 1.09486 1.29802 -0.2974 0.0239 -0.0351
C -3.85903 -0.65664 0.48091 0.0332 0.1864 0.0860
C -2.61329 -1.26173 0.50815 0.5527 -0.1419 0.2303
H 1.71431 -3.19478 1.50432 0.3590 -0.1508 0.0152
H 3.20895 -2.90153 0.57298 -0.1669 0.1688 0.2741
H 3.22803 -2.78094 2.35339 -0.1980 0.0714 -0.2895
H 5.02962 0.61411 1.22352 -0.0727 -0.3216 0.0339
H 4.88937 -0.85885 2.22436 -0.1072 0.1850 -0.2229
H 4.83702 -0.97999 0.44403 -0.1007 0.2228 0.2259
H -0.84582 1.72626 0.86837 0.2801 0.2609 0.1228
H 0.09385 4.04981 0.87390 0.2253 -0.2837 -0.0981
H 2.55028 4.41697 0.95406 -0.1347 -0.2746 0.0226
H 4.12071 2.42903 1.14569 -0.3962 0.2607 -0.0195
H -0.19224 -2.43288 1.07661 -0.1273 0.1879 0.0207
H -1.21169 0.48956 3.09093 -0.2543 -0.0550 -0.2775
H -3.46022 1.56690 3.03745 0.1256 -0.3446 -0.2304
H -6.12387 0.63859 0.53962 0.0443 0.1070 0.1357
H -6.00320 1.05287 2.26169 0.1069 -0.0149 -0.1584
H -5.35945 2.15583 1.04644 0.0423 -0.2006 0.0414
H -4.60882 -0.98833 -0.24304 0.2452 0.1097 0.2824
H -2.36126 -2.06864 -0.18297 -0.1632 0.2664 0.1141
C 0.90812 -0.95741 -5.40082 0.3574 -0.0714 -0.7168
C 0.31079 -0.86067 -4.06181 -0.2459 -0.0182 1.1923
C 0.71755 -1.22072 -2.78338 -1.0536 0.6238 -1.0308
N -0.26922 -0.88299 -1.88311 -0.6699 0.2521 0.3185
C -1.26134 -0.32550 -2.56186 1.3342 -0.5807 -0.5579
N -0.93664 -0.30065 -3.89663 -0.2232 0.0831 0.3561
H 1.89531 -1.43008 -5.34658 -0.2475 0.1228 -0.0814
H 0.27128 -1.55212 -6.07421 0.2560 0.1097 0.1665
H 1.02196 0.03971 -5.85426 0.0584 -0.2961 0.1095
H 1.63917 -1.69436 -2.48166 -0.0708 0.0279 -0.0392
H -2.20202 0.06136 -2.18774 0.2600 -0.1231 0.0667
H -1.51487 0.07024 -4.64453 0.2540 -0.1572 0.3089

---

15
Properties=species:S:1:pos:R:3:forces:R:3 method="wB97M-V/def2-TZVPD" de_lowest_kcal_mol=152.5 homo_lumo_gap_ev=8.5 lumo_energy_ha=0.010
C 0.21410 0.50451 0.70975 -0.2980 -0.2747 -0.3612
C 0.72500 1.65349 -0.12784 0.0255 -0.1048 0.0198
C 0.73454 -0.91458 0.32747 0.3086 -0.0037 1.1309
C -0.83466 -0.36876 0.19538 -0.0539 -0.1321 0.2920
C -1.86265 -0.37499 -0.63938 -0.0981 -0.0445 0.1232
N 1.57297 -1.37695 -0.52850 -0.6313 -0.6606 -0.0385
H 0.22944 0.68364 1.78356 0.0263 -0.1197 -0.0811
H 1.15646 -1.83065 -1.33598 0.1880 0.3846 -0.1769
H -0.45457 -1.51862 1.15069 -0.1196 0.5808 -1.1092
H 0.60318 -1.52342 1.42619 0.5994 0.3407 0.1767
H 0.06275 2.51437 -0.01592 0.0554 -0.0241 0.0104
H 1.73165 1.93385 0.18580 -0.0578 0.0350 0.0063
H 0.76384 1.37970 -1.18100 -0.0409 -0.0207 0.0356
H -2.25550 -1.29938 -1.04767 0.0998 0.0263 -0.0609
H -2.38655 0.53781 -0.90255 -0.0032 0.0176 0.0329

---

no.,maximum force (hartree/bohr)
1,0.046
2,0.101
3,0.125
4,0.031
5,0.147
6,0.034
7,0.024